i | 15
Properties=species:S:1:pos:R:3 method="wB97M-V/def2-TZVPD" lumo_energy_ev=0.778 e_homo_ev=-8.84 orbital_gap_ev=9.62
C 1.27 0.61 -0.81
C 0.59 0.42 0.48
O 0.38 1.37 1.39
N -1.04 -0.33 0.12
N -1.30 -1.58 0.55
C -1.88 0.56 -0.27
O -1.68 1.75 -0.47
H 0.79 1.51 -1.10
H 2.37 0.75 -0.87
H 1.08 -0.31 -1.45
H 1.05 -0.44 0.99
H 0.25 2.28 1.12
H -0.60 -2.28 0.35
H -1.52 -1.59 1.49
H -2.98 0.20 -0.28

=====

ii | 15
Properties=species:S:1:pos:R:3 method="wB97M-V/def2-TZVPD" lumo_energy_ev=0.777 e_homo_ev=-9.86 orbital_gap_ev=10.64
C -1.94 -0.73 -0.45
O -1.19 -0.65 0.74
C 0.30 -0.70 0.54
N 0.71 0.50 -0.14
N 0.35 1.70 0.43
C 2.11 0.26 -0.47
O 2.59 -0.71 -0.98
H -1.70 -1.65 -1.00
H -3.00 -0.70 -0.18
H -1.71 0.12 -1.12
H 0.54 -1.58 -0.06
H 0.61 -0.74 1.59
H -0.59 1.95 0.12
H 0.33 1.68 1.44
H 2.60 1.25 -0.47

=====

Most stable structure among those shown: ii.